(1)
47
Properties=species:S:1:pos:R:3 method="wB97M-V/def2-TZVPD" e_tot_ha=-1321.3279 orbital_gap_ev=7.710 e_above_lowest_kj_mol=127.83 homo_energy_ev=-6.90
C -3.521 2.710 -3.902
O -3.035 1.589 -3.208
C -1.833 1.696 -2.568
C -1.047 2.838 -2.529
C 0.162 2.791 -1.854
C 0.573 1.649 -1.196
C -0.215 0.492 -1.201
C -1.402 0.536 -1.926
N 0.179 -0.667 -0.544
C -0.816 -1.589 -0.045
C -0.636 -1.896 1.452
C -1.593 -3.013 1.860
C -0.901 -0.638 2.290
N 0.099 0.391 2.066
C -0.426 1.726 2.252
C 1.285 0.182 2.866
C 1.527 -0.989 -0.418
C 1.946 -2.321 -0.389
C 3.280 -2.656 -0.241
C 4.244 -1.670 -0.140
C 3.855 -0.343 -0.198
C 2.518 -0.008 -0.328
S 2.102 1.711 -0.310
H -3.691 3.558 -3.230
H -4.471 2.400 -4.335
H -2.840 3.015 -4.703
H -1.346 3.753 -3.013
H 0.792 3.666 -1.818
H -2.031 -0.333 -2.025
H -0.815 -2.524 -0.619
H -1.795 -1.126 -0.168
H 0.390 -2.228 1.629
H -1.401 -3.914 1.280
H -1.470 -3.254 2.913
H -2.625 -2.712 1.695
H -1.879 -0.238 2.009
H -0.954 -0.920 3.357
H 0.356 2.446 2.015
H -1.257 1.886 1.564
H -0.775 1.912 3.281
H 1.705 -0.800 2.656
H 1.081 0.252 3.948
H 2.028 0.932 2.603
H 1.221 -3.113 -0.483
H 3.562 -3.698 -0.208
H 5.285 -1.926 -0.019
H 4.583 0.450 -0.121



(2)
90
Properties=species:S:1:pos:R:3 method="wB97M-V/def2-TZVPD" e_tot_ha=-3728.5198 orbital_gap_ev=8.923 homo_energy_ev=-8.67
C 2.973 -0.501 -2.651
O 2.413 0.005 -1.452
B 1.804 1.231 -1.572
O 2.535 2.350 -1.256
C 0.276 1.246 -2.021
C -0.027 1.838 -3.410
C -1.485 2.232 -3.223
B -2.534 1.057 -2.943
O -3.840 1.433 -2.685
N -2.202 -0.359 -2.982
C -2.619 -0.992 -4.241
C -2.746 -1.080 -1.834
C -1.334 2.890 -1.868
O -1.754 3.942 -1.427
O -0.559 2.023 -1.137
H 2.194 -0.793 -3.356
H 3.535 -1.394 -2.419
H 3.624 0.227 -3.127
H 2.634 2.982 -1.966
H -0.042 0.208 -2.056
H 0.235 1.266 -4.286
H 0.521 2.785 -3.452
H -1.936 2.847 -3.992
H -3.921 2.087 -1.990
H -2.094 -1.924 -4.382
H -3.695 -1.164 -4.231
H -2.372 -0.330 -5.067
H -3.820 -1.245 -1.940
H -2.254 -2.041 -1.729
H -2.587 -0.516 -0.921
C 3.884 0.101 4.917
C 3.522 1.537 4.597
O 2.907 1.690 3.304
S 1.368 1.331 3.180
C 1.076 2.088 1.626
O 0.646 2.033 4.204
O 1.222 -0.088 3.045
H 2.995 -0.515 5.046
H 4.465 0.062 5.839
H 4.471 -0.334 4.108
H 2.870 1.968 5.359
H 4.421 2.149 4.557
H 1.229 3.160 1.718
H 0.047 1.874 1.347
H 1.761 1.662 0.901
C -2.240 -1.382 3.934
C -1.192 -2.445 4.189
O -1.783 -3.740 4.460
S -2.315 -4.583 3.226
C -2.492 -6.118 4.068
O -1.274 -4.685 2.250
O -3.607 -4.106 2.845
H -2.773 -1.568 3.001
H -1.767 -0.403 3.866
H -2.979 -1.368 4.735
H -0.493 -2.523 3.356
H -0.616 -2.195 5.076
H -1.511 -6.454 4.391
H -2.924 -6.821 3.361
H -3.158 -5.976 4.915
C 3.701 8.375 3.416
C 3.530 8.060 4.888
O 2.461 7.121 5.131
S 2.756 5.583 4.849
C 1.356 4.919 5.680
O 3.954 5.217 5.543
O 2.634 5.330 3.447
H 4.064 7.509 2.864
H 4.418 9.186 3.291
H 2.749 8.672 2.975
H 4.454 7.682 5.328
H 3.247 8.955 5.438
H 1.434 5.156 6.737
H 1.368 3.843 5.520
H 0.458 5.348 5.244
C -2.551 -7.756 -6.092
C -1.316 -6.878 -6.099
O -1.359 -5.873 -7.137
S -2.258 -4.589 -6.878
C -1.609 -3.596 -8.177
O -1.896 -4.027 -5.612
O -3.623 -4.898 -7.159
H -3.435 -7.196 -5.793
H -2.414 -8.580 -5.392
H -2.736 -8.163 -7.086
H -1.161 -6.396 -5.133
H -0.430 -7.469 -6.318
H -0.560 -3.400 -7.978
H -2.179 -2.669 -8.183
H -1.739 -4.125 -9.117